C21H38F7IN2O2Si | ωB97M-V/def2-TZVPD

Gap between HOMO and LUMO (spin up / spin down), eV: 8.7 / 9.4
Electronic energy, Eh: -2369.06067
2S+1: 3
<S²>: 2.0086
Largest force on an atom, eV/A: 3.64
HOMO level (spin up / spin down), eV: -8.83 / -9.57

XYZ file:
```
72
Properties=species:S:1:pos:R:3:forces:R:3:mulliken_spin:R:1
F -5.1258 -1.6300 0.1488 1.3 1.3 -0.3 0.00
C -4.2049 -0.8083 -0.4214 0.4 -1.3 -1.9 0.00
F -2.9277 -1.1502 -0.0050 -2.3 0.8 -0.1 0.00
F -4.2188 -1.0914 -1.7798 0.0 0.4 1.8 0.00
C -4.5371 0.7419 -0.2872 0.3 0.6 -0.5 0.00
F -5.4607 1.0906 -1.2482 0.9 -0.7 1.6 0.00
F -3.3608 1.4185 -0.6390 -1.3 -0.8 0.5 0.00
C -4.9109 1.2579 1.1640 -0.8 1.3 -0.3 0.00
F -5.4170 2.5655 0.9780 0.3 -1.6 -0.1 0.00
F -5.9298 0.5439 1.7785 1.1 0.4 -1.0 0.00
Si -3.3386 1.4797 2.3004 0.3 0.5 0.1 0.00
I -2.7086 3.8846 2.3752 -0.2 -1.0 0.0 0.00
H -3.6973 0.9733 3.6243 -0.1 0.1 0.1 0.00
H -2.2790 0.6618 1.7125 0.2 0.1 0.0 0.00
C 2.2349 -4.1206 4.0378 0.3 -0.1 -0.3 0.01
C 0.8948 -3.3463 4.2052 1.1 -1.7 0.5 0.04
C -0.2953 -3.8504 3.3490 -0.3 0.3 -0.3 0.02
C -0.4026 -3.3556 1.9113 0.1 0.0 -0.2 -0.02
C -0.1240 -1.8561 1.8174 -0.4 -0.4 0.3 0.04
C 1.2010 -1.5031 2.5054 1.2 0.4 -1.6 0.01
N 1.2072 -1.9144 3.9458 -3.4 0.9 0.8 0.33
O 0.3325 -1.1643 4.6141 1.5 -0.4 -0.6 0.59
C 2.3249 -2.1737 1.6766 0.1 -0.3 0.1 0.03
C 1.4910 -0.0043 2.3568 -0.1 0.3 0.5 -0.01
C 0.4902 -3.7085 5.6564 -0.3 1.0 0.2 -0.01
H 3.0109 -3.5601 3.5239 -0.2 0.0 -0.2 -0.01
H 2.6939 -4.3291 5.0073 -0.3 -0.1 0.0 0.00
H 2.0974 -5.0680 3.5119 0.0 0.0 0.0 0.00
H -1.2239 -3.5287 3.8352 0.2 0.1 0.2 0.00
H -0.3206 -4.9434 3.3587 0.2 0.0 0.1 0.00
H 0.2681 -3.9204 1.2585 0.1 0.1 0.0 0.00
H -1.4109 -3.5510 1.5318 0.1 -0.1 0.1 0.00
H -0.0978 -1.5580 0.7646 0.2 0.1 0.1 0.01
H -0.9585 -1.3022 2.2617 0.2 0.0 0.2 -0.01
H 3.3143 -1.9047 2.0530 -0.1 0.0 0.0 -0.01
H 2.2706 -1.8426 0.6359 -0.1 0.2 0.2 0.00
H 2.2555 -3.2579 1.6378 0.0 0.0 0.1 0.00
H 0.7110 0.6184 2.7948 0.0 -0.1 0.1 0.00
H 1.5643 0.2762 1.3033 0.0 -0.3 0.1 0.00
H 2.4474 0.2589 2.8240 -0.2 -0.1 0.0 0.00
H 1.1860 -3.2975 6.3918 0.0 0.0 -0.1 0.00
H 0.4909 -4.7942 5.7721 0.1 0.0 -0.3 0.00
H -0.5144 -3.3687 5.9158 0.1 0.2 -0.1 0.00
C 1.4279 0.1510 -3.7751 -0.1 -0.1 -0.4 0.02
C 1.1005 1.2219 -2.6935 -0.1 -2.0 -0.6 0.06
C -0.3717 1.7042 -2.6333 -0.2 0.5 0.0 0.02
C -0.8021 2.8086 -3.5909 0.0 0.1 -0.3 -0.02
C 0.2447 3.9194 -3.6628 -0.3 -0.2 0.4 0.02
C 1.6374 3.3420 -3.9565 0.2 0.6 -1.9 0.03
N 2.0528 2.3426 -2.9205 -1.3 1.7 2.9 0.30
O 2.2456 2.9724 -1.7626 0.5 -0.7 -1.4 0.60
C 1.5823 2.7478 -5.3862 -0.1 -0.4 0.0 0.01
C 2.6688 4.4721 -4.0751 0.3 0.0 0.5 -0.01
C 1.2835 0.4224 -1.3804 0.5 0.8 0.4 -0.02
H 2.0364 0.5201 -4.5959 -0.2 0.2 0.0 -0.01
H 2.0453 -0.6510 -3.3626 -0.2 0.0 0.2 0.00
H 0.5241 -0.2937 -4.1975 0.0 0.0 0.0 0.00
H -0.5570 2.1043 -1.6292 0.3 -0.1 0.0 0.00
H -1.0459 0.8496 -2.7394 0.2 -0.1 0.0 0.00
H -1.0089 2.4000 -4.5836 0.1 0.1 0.0 0.00
H -1.7495 3.2377 -3.2495 0.0 -0.1 0.0 0.00
H -0.0399 4.6363 -4.4388 0.2 -0.1 0.0 0.00
H 0.2465 4.4823 -2.7231 0.2 -0.1 0.0 0.00
H 2.5612 2.3839 -5.7064 0.0 0.0 0.1 -0.01
H 1.2708 3.5159 -6.0989 0.1 0.1 0.2 0.00
H 0.8625 1.9412 -5.4996 0.1 0.0 0.0 0.00
H 2.7382 5.0696 -3.1669 0.0 -0.1 0.1 0.00
H 2.4047 5.1545 -4.8873 -0.2 -0.2 0.0 0.00
H 3.6630 4.0706 -4.3049 -0.2 0.0 0.1 0.00
H 2.3225 0.1207 -1.2221 0.0 0.1 -0.1 0.00
H 0.6801 -0.4876 -1.4185 0.0 0.1 -0.3 0.00
H 0.9544 0.9732 -0.4980 0.1 0.2 -0.2 0.00
```
Positions in Å, forces in eV/Å.